1.
A single C6H14N4O molecule at a distorted geometry, computed with the ωB97M-V functional and the def2-TZVPD basis.

Values from the calculation:
- Orbital gap: 9.98 eV
- Energy above the lowest of the compared OMol25 structures with the same formula, charge and spin: 0.0000 eV
- E_LUMO: 0.5426 eV
- 2S+1: 1
- SMILES: NC(N)(N)C[C@@H]1CCNC1=O
- E_HOMO: -9.43 eV

Last column: Löwdin charge in e.
Element x y z (Å)
H (-1.05, -0.06, -2.03)  0.100
C (1.73, -0.02, -0.01)  -0.694
H (0.05, 0.99, 0.86)  0.110
H (0.54, -0.44, 1.69)  0.124
H (0.91, 0.03, -1.90)  0.047
H (-1.57, 1.72, -0.26)  0.103
H (-0.44, -1.86, -0.24)  0.146
N (2.66, 0.89, 0.67)  0.081
C (-2.27, 0.91, -0.41)  -0.184
N (2.33, -1.33, 0.08)  0.086
H (1.98, -1.92, -0.66)  0.070
N (1.67, 0.44, -1.39)  0.099
H (2.33, 1.83, 0.52)  0.067
O (-2.04, -1.69, 1.99)  0.094
C (-1.84, -0.87, 1.10)  -0.422
H (-2.44, 0.95, 1.60)  0.126
C (-0.72, -0.86, 0.06)  -0.221
H (-2.33, -0.95, -1.29)  0.122
H (1.66, 1.44, -1.48)  0.071
C (0.38, -0.02, 0.70)  -0.105
H (2.54, 0.74, 1.66)  0.077
C (-1.53, -0.25, -1.08)  -0.147
H (-3.15, 1.22, -0.92)  0.108
H (3.30, -1.19, -0.15)  0.077
N (-2.68, 0.28, 0.88)  0.066

---

2.
4 unconnected molecules or ions with the total composition CH11N2O3 at a distorted geometry, computed with the ωB97M-V functional and the def2-TZVPD basis.

Values from the calculation:
- Orbital gap: 10.02 eV
- Energy above the lowest of the compared OMol25 structures with the same formula, charge and spin: 2.5249 eV
- E_LUMO: -3.3487 eV
- 2S+1: 1
- E_HOMO: -13.37 eV
- Net charge: +1

Last column: Löwdin charge in e.
Element x y z (Å)
H (-2.79, 3.53, -5.56)  0.051
H (0.34, -1.92, 2.41)  0.094
C (-0.23, -1.58, 0.52)  -0.230
H (2.20, 2.95, 0.22)  0.036
H (-0.35, -0.05, -0.72)  0.152
H (1.42, -1.20, 4.16)  0.084
N (-0.21, -2.40, 1.54)  0.114
H (1.13, -0.01, 0.19)  0.107
H (0.80, 3.19, 0.31)  0.068
H (-1.12, -1.88, -0.12)  0.160
N (0.24, -0.45, 0.02)  0.183
H (-1.16, -2.90, 1.84)  0.209
H (-2.24, 2.81, -6.67)  0.010
O (-2.06, 2.90, -5.75)  -0.061
O (1.41, 2.44, 0.11)  -0.065
H (1.32, -2.59, 4.39)  0.126
O (0.86, -1.91, 3.82)  -0.038

---

3.
A molecular structure, C3H4BiO4 at a distorted geometry, computed with the ωB97M-V functional and the def2-TZVPD basis.

Values from the calculation:
- Orbital gap (spin up / spin down): 8.00 / 6.40 eV
- Energy above the lowest of the compared OMol25 structures with the same formula, charge and spin: 0.0000 eV
- E_LUMO (spin up / spin down): -0.2588 / -1.8574 eV
- 2S+1: 2
- E_HOMO (spin up / spin down): -8.26 / -8.25 eV

Last column: Löwdin charge in e.
Element x y z (Å)
O (-2.48, 0.41, 0.79)  -0.008
H (0.55, -0.07, 1.90)  -0.090
C (-1.62, -0.33, 0.07)  -0.188
O (2.08, -0.24, -2.38)  0.108
Bi (2.38, 0.56, 1.76)  1.202
H (0.00, 1.09, 0.18)  0.093
C (-0.34, 0.09, -0.10)  -0.224
C (1.78, -0.18, -1.19)  -0.709
H (-3.38, 0.32, 0.44)  0.103
O (0.52, -0.66, -0.88)  -0.002
H (-1.96, -1.27, -0.36)  0.132
O (2.46, 0.29, -0.24)  -0.418

---

4.
A molecular structure, C44H41BFN10RuS at a distorted geometry, computed with the ωB97M-V functional and the def2-TZVPD basis.

Values from the calculation:
- Orbital gap (spin up / spin down): 5.29 / 6.97 eV
- Energy above the lowest of the compared OMol25 structures with the same formula, charge and spin: 0.0000 eV
- E_LUMO (spin up / spin down): 0.5361 / -0.4777 eV
- 2S+1: 6
- E_HOMO (spin up / spin down): -4.75 / -7.45 eV

Last column: Löwdin charge in e.
Element x y z (Å)
H (9.44, -1.58, 19.17)  0.086
C (6.34, -7.33, 16.88)  -0.031
C (3.99, -4.77, 21.98)  -0.024
H (14.18, -0.80, 18.27)  0.092
C (7.75, -6.37, 22.91)  -0.301
H (14.06, -4.47, 16.87)  0.117
H (10.25, -7.56, 21.82)  0.091
C (11.92, -5.32, 21.60)  -0.277
H (1.97, -4.08, 22.34)  0.095
H (4.47, -6.74, 15.91)  0.111
C (3.20, -4.88, 19.29)  -0.082
H (8.12, -1.25, 23.47)  0.106
C (6.80, -2.23, 20.00)  -0.271
N (9.44, -7.60, 19.74)  0.006
C (7.58, -7.96, 16.70)  -0.179
F (14.68, -7.30, 13.34)  0.039
H (4.82, -8.08, 13.95)  0.097
H (12.85, -5.70, 23.47)  0.089
H (5.66, -6.06, 23.67)  0.118
C (6.23, -5.52, 21.54)  -0.227
C (8.54, -6.96, 24.03)  -0.025
C (2.31, -4.45, 20.26)  -0.092
H (10.99, -9.86, 20.70)  0.092
H (5.19, -5.52, 18.83)  0.087
H (9.54, -6.49, 24.19)  0.089
C (13.65, -5.20, 16.14)  -0.040
H (10.62, -6.18, 14.90)  0.091
H (13.43, -6.73, 22.19)  0.084
N (6.93, -3.88, 16.80)  0.016
C (13.14, -0.91, 18.50)  -0.072
C (10.19, -8.59, 19.18)  -0.269
H (12.11, -8.52, 20.25)  0.084
C (12.51, -6.27, 22.59)  -0.029
C (13.92, -6.72, 14.31)  -0.252
H (4.23, -4.84, 23.04)  0.099
C (6.51, -2.66, 18.70)  -0.158
C (12.23, -5.20, 15.96)  -0.266
H (6.44, 0.06, 22.44)  0.100
B (9.64, -6.83, 21.10)  -0.419
C (11.35, -9.22, 19.88)  -0.027
C (8.37, -2.60, 21.78)  -0.131
H (10.05, 0.34, 17.87)  0.113
C (12.80, -1.94, 19.35)  -0.059
C (5.40, -7.33, 15.84)  -0.095
C (11.46, -2.28, 19.59)  -0.170
H (13.56, -2.55, 19.82)  0.098
C (12.18, 0.00, 18.00)  -0.084
N (10.76, -5.61, 20.96)  0.050
H (9.13, -3.24, 22.21)  0.102
C (6.82, -0.79, 21.89)  -0.112
C (7.81, -1.54, 22.46)  -0.109
H (8.75, -9.23, 15.32)  0.113
C (5.63, -8.02, 14.68)  -0.103
H (12.09, -7.56, 13.46)  0.114
C (14.49, -6.00, 15.40)  -0.015
N (8.33, -6.22, 21.72)  0.046
C (12.54, -6.89, 14.19)  -0.004
C (11.72, -6.09, 14.99)  -0.053
C (6.41, -5.99, 22.86)  0.029
H (7.87, -6.82, 24.91)  0.090
N (7.94, -2.90, 20.54)  -0.084
C (4.50, -5.23, 19.64)  -0.034
C (6.22, -1.14, 20.68)  -0.025
S (9.44, -4.84, 17.28)  0.865
H (11.79, -9.92, 19.21)  0.062
H (2.88, -4.93, 18.26)  0.103
H (7.11, -4.31, 14.37)  0.135
N (7.22, -3.60, 18.14)  -0.276
N (7.91, -4.74, 14.88)  0.087
Ru (8.57, -4.51, 19.34)  1.146
N (10.38, -4.48, 20.23)  -0.098
C (10.51, -1.42, 18.99)  -0.017
C (7.81, -8.67, 15.49)  -0.042
H (5.72, -2.16, 18.13)  0.121
H (6.06, -6.86, 17.82)  0.078
C (4.91, -5.18, 20.98)  -0.143
C (7.98, -4.43, 16.20)  -0.619
H (5.39, -0.55, 20.26)  0.117
H (11.15, -3.33, 16.25)  0.085
C (2.70, -4.37, 21.60)  -0.074
H (8.72, -8.04, 23.88)  0.090
C (12.33, -4.04, 21.25)  0.008
H (11.76, -4.10, 17.79)  0.055
H (7.04, -9.13, 13.53)  0.099
C (10.87, -0.27, 18.27)  -0.088
C (8.51, -8.04, 17.80)  -0.278
H (1.29, -4.23, 19.99)  0.095
C (11.34, -4.29, 16.77)  -0.256
H (13.22, -3.50, 21.57)  0.113
H (15.57, -6.07, 15.58)  0.122
H (8.66, -5.11, 14.35)  0.064
H (9.87, -9.76, 17.32)  0.097
C (6.87, -8.66, 14.49)  -0.098
N (8.37, -7.27, 18.92)  0.058
C (11.34, -3.50, 20.39)  -0.233
N (7.40, -5.57, 20.86)  0.000
H (12.43, 0.90, 17.44)  0.104
H (11.86, -7.07, 22.93)  0.055
C (9.64, -8.91, 17.94)  0.036

---

5.
8 unconnected molecules or ions with the total composition C19H55NO19S6 at a distorted geometry, computed with the ωB97M-V functional and the def2-TZVPD basis.

Values from the calculation:
- Orbital gap: 3.33 eV
- E_LUMO: -1.0385 eV
- 2S+1: 1
- E_HOMO: -4.37 eV

Last column: Löwdin charge in e.
Element x y z (Å)
O (-2.73, 3.62, -4.09)  -0.314
H (3.93, 4.59, -2.63)  0.068
H (1.31, 2.20, 7.38)  0.085
H (-2.05, 5.61, 4.08)  0.060
O (2.85, 3.56, -6.58)  -0.295
S (4.14, 4.18, -6.79)  0.688
O (-4.05, -5.71, 0.18)  -0.289
H (7.55, -0.57, 0.63)  0.118
H (-3.91, -5.28, -3.11)  0.062
H (2.94, 3.77, -3.85)  0.067
S (4.63, -2.29, 1.13)  0.677
C (-1.41, 5.24, 4.88)  -0.099
H (5.62, -2.53, -1.12)  0.055
O (1.55, -2.10, -5.23)  -0.492
H (-6.52, 2.56, -1.61)  0.084
O (-2.98, -4.40, 6.28)  -0.267
H (2.92, -3.69, -5.49)  0.022
H (-5.62, 3.22, -0.25)  0.080
H (4.33, -3.75, -0.91)  0.072
O (4.46, -3.28, 2.19)  -0.306
S (-3.07, -5.25, -0.75)  0.674
H (-5.12, -5.90, 4.96)  0.069
O (0.52, 3.38, 5.39)  -0.285
O (-0.80, 3.27, 3.14)  -0.319
H (-5.45, 6.04, -4.60)  0.067
H (-0.90, 1.22, -1.67)  0.154
C (-6.33, 3.46, -1.03)  -0.064
H (-2.56, -1.95, 4.84)  0.076
H (2.82, 5.46, -8.21)  0.069
O (-1.61, -5.96, -0.31)  -0.264
H (6.00, -0.33, -0.32)  0.118
H (0.12, 4.60, 6.86)  0.098
H (-2.33, -5.98, -3.05)  0.070
H (-0.27, -8.85, 0.45)  0.089
H (1.90, 3.61, 8.39)  0.082
H (-1.99, 4.57, 5.52)  0.067
H (6.98, 1.64, 1.18)  0.071
O (-4.14, -6.10, 7.78)  -0.306
N (-0.49, 0.30, -1.58)  0.348
H (-3.34, -3.13, 3.81)  0.077
C (-0.37, -7.76, 0.46)  -0.070
H (-7.19, 3.85, -0.49)  0.084
H (-4.77, 4.70, -5.67)  0.068
H (-0.79, -7.53, 1.44)  0.086
C (-5.83, 4.46, -2.04)  -0.292
O (-1.97, -6.70, 6.57)  -0.289
H (-2.25, -7.91, -0.37)  0.120
H (-1.64, -4.88, 4.72)  0.110
H (3.86, 6.51, -7.11)  0.057
O (-2.86, -3.84, -1.01)  -0.325
O (6.03, -1.53, 1.46)  -0.295
C (-2.45, -2.95, 4.43)  -0.078
H (4.53, 5.77, -8.59)  0.069
C (6.34, 0.84, 1.56)  -0.069
H (0.57, -7.24, 0.28)  0.091
C (3.80, 5.66, -7.78)  -0.108
C (-1.35, -7.32, -0.54)  -0.348
C (1.02, 4.12, 6.49)  -0.305
H (6.72, 0.62, 2.55)  0.081
H (-1.11, -3.73, 5.89)  0.124
H (-6.60, 4.86, -2.70)  0.113
C (-1.99, -4.06, 5.34)  -0.310
H (1.50, -4.13, -4.76)  0.002
H (0.18, 0.08, -0.87)  0.151
S (-3.24, -6.04, 6.62)  0.687
C (3.21, 4.74, -3.43)  -0.051
H (-3.79, -6.90, -2.35)  0.057
H (-5.48, 5.37, -1.54)  0.116
C (3.65, 5.68, -4.64)  -0.265
H (5.95, -3.87, -0.03)  0.065
O (1.01, 4.98, 3.53)  -0.288
C (-4.58, 5.48, -4.94)  -0.088
H (-1.71, -2.75, 3.66)  0.076
O (-4.96, 3.79, -2.97)  -0.278
H (1.62, 4.96, 6.13)  0.117
H (1.36, -3.82, -6.36)  0.024
O (5.27, 3.43, -7.33)  -0.282
H (-1.18, -0.38, -1.29)  0.149
H (-1.02, 6.08, 5.45)  0.062
H (-3.78, 6.09, -5.35)  0.062
H (5.34, 1.26, 1.55)  0.072
S (-3.68, 4.62, -3.55)  0.654
C (6.47, -0.42, 0.66)  -0.250
O (4.59, 4.88, -5.33)  -0.297
O (-3.24, 5.60, -2.59)  -0.294
H (2.80, 3.06, 7.01)  0.081
C (5.16, -3.23, -0.42)  -0.075
H (-3.49, -6.33, 4.29)  0.050
C (-4.22, -6.51, 5.08)  -0.079
S (-0.07, 4.19, 4.04)  0.689
H (-0.02, 0.01, -2.43)  0.147
H (-1.04, -7.51, -1.57)  0.122
O (3.59, -1.25, 0.93)  -0.339
C (-3.28, -5.95, -2.52)  -0.078
H (2.79, 5.85, -5.29)  0.099
H (2.34, 5.14, -2.91)  0.062
H (4.12, 6.63, -4.37)  0.117
H (-4.45, -7.56, 5.24)  0.062
C (1.87, -3.41, -5.49)  -0.494
C (1.79, 3.18, 7.40)  -0.048

---

2S+1 of number 2 (CH11N2O3)?
1